Record 1
{
  "formula": "C31H40FN3O5",
  "method": "the ωB97M-V functional and the def2-TZVPD basis",
  "species": ["C", "C", "O", "C", "C", "F", "C", "O", "O", "C", "C", "O", "H", "H", "H", "H", "H", "H", "H", "H", "H", "H", "C", "N", "C", "O", "C", "C", "C", "C", "C", "C", "C", "C", "N", "C", "C", "C", "C", "C", "C", "C", "N", "C", "C", "C", "C", "C", "C", "C", "H", "H", "H", "H", "H", "H", "H", "H", "H", "H", "H", "H", "H", "H", "H", "H", "H", "H", "H", "H", "H", "H", "H", "H", "H", "H", "H", "H", "H", "H"],
  "xyz": [[2.813, -3.493, -2.337], [3.298, -2.133, -1.909], [3.308, -2.092, -0.454], [3.729, -0.910, 0.051], [3.658, -0.860, 1.563], [2.865, -1.881, 2.048], [3.179, 0.454, 2.112], [3.702, 1.533, 1.873], [2.177, 0.295, 2.997], [1.721, 1.542, 3.589], [0.754, 1.177, 4.682], [4.123, 0.024, -0.617], [2.863, -3.563, -3.426], [3.427, -4.297, -1.919], [1.772, -3.652, -2.041], [4.314, -1.942, -2.279], [2.628, -1.346, -2.281], [2.580, 2.093, 3.993], [1.240, 2.146, 2.808], [0.389, 2.090, 5.154], [-0.105, 0.628, 4.287], [1.237, 0.569, 5.452], [10.790, 3.725, 2.755], [9.420, 3.296, 2.926], [8.496, 4.061, 3.581], [8.721, 5.125, 4.152], [7.159, 3.324, 3.495], [6.136, 4.041, 2.606], [5.734, 5.384, 3.181], [4.900, 5.439, 4.302], [4.620, 6.672, 4.901], [5.169, 7.846, 4.376], [5.984, 7.791, 3.240], [6.242, 6.564, 2.629], [7.564, 2.018, 2.960], [6.650, 1.051, 2.757], [6.941, -0.194, 2.203], [6.048, -1.210, 1.962], [6.427, -2.517, 1.577], [5.457, -3.553, 1.479], [5.797, -4.833, 1.110], [7.147, -5.163, 0.831], [7.479, -6.449, 0.395], [7.451, -6.770, -1.021], [8.379, -7.286, 1.166], [8.136, -4.162, 0.957], [7.782, -2.868, 1.286], [8.973, 1.969, 2.534], [9.130, 1.808, 1.015], [9.799, 0.907, 3.282], [10.884, 4.767, 3.067], [11.472, 3.105, 3.351], [11.079, 3.632, 1.702], [6.748, 3.206, 4.515], [6.592, 4.179, 1.611], [5.259, 3.386, 2.483], [4.488, 4.509, 4.703], [3.981, 6.707, 5.784], [4.963, 8.806, 4.850], [6.432, 8.697, 2.831], [6.864, 6.500, 1.733], [5.634, 1.293, 3.073], [7.986, -0.353, 1.942], [4.868, -1.034, 2.100], [4.429, -3.321, 1.734], [5.041, -5.617, 1.048], [6.808, -6.060, -1.553], [8.464, -6.738, -1.458], [7.059, -7.787, -1.148], [8.355, -6.987, 2.220], [8.043, -8.328, 1.077], [9.413, -7.225, 0.791], [9.177, -4.422, 0.751], [8.562, -2.108, 1.323], [8.680, 2.670, 0.503], [10.199, 1.761, 0.772], [8.650, 0.895, 0.656], [9.888, 1.192, 4.339], [9.338, -0.081, 3.225], [10.801, 0.854, 2.837]],
  "atomic_forces_ev_per_a": [[-0.17, -0.22, -0.01], [0.13, 0.08, 0.31], [0.12, 0.21, -0.59], [-0.27, 0.89, 1.44], [-4.17, 1.87, -2.13], [-0.13, -0.75, 0.34], [0.70, -1.11, -0.88], [-0.06, -0.18, 0.24], [-0.05, 0.86, 0.25], [0.12, -0.38, -0.12], [-0.20, -0.05, 0.19], [0.17, -0.54, -0.18], [0.00, 0.00, 0.04], [-0.06, 0.15, 0.00], [0.16, -0.02, 0.03], [-0.24, 0.08, 0.12], [0.27, -0.09, 0.12], [-0.16, -0.09, -0.22], [0.22, -0.08, 0.18], [-0.04, 0.00, 0.02], [0.13, 0.04, 0.04], [-0.05, 0.04, -0.14], [0.27, -0.23, -0.10], [-0.28, 0.57, 0.29], [0.42, 0.67, 0.70], [-0.39, -1.24, -0.87], [0.15, 0.12, 0.62], [-0.10, 0.15, -0.36], [-0.01, -0.04, -0.07], [0.20, 0.37, -0.07], [0.10, -0.13, -0.18], [0.10, -0.19, -0.14], [-0.17, -0.19, 0.05], [-0.09, -0.07, 0.36], [-1.15, -0.77, -0.25], [0.57, 0.31, 0.17], [0.87, -0.06, -0.75], [1.25, 0.46, 2.87], [1.13, -1.64, -1.27], [0.14, 0.86, 0.30], [0.95, -0.55, -0.29], [-0.29, 1.06, 0.09], [-0.29, -0.97, 0.05], [-0.10, 0.18, 0.23], [-0.07, 0.39, -0.10], [-0.33, -0.35, -0.02], [-0.61, 0.17, 0.19], [0.49, -0.04, -0.34], [-0.14, 0.14, -0.11], [-0.07, 0.13, 0.23], [-0.16, -0.22, -0.01], [-0.09, 0.19, -0.05], [-0.02, 0.11, 0.18], [0.21, 0.06, -0.38], [-0.22, -0.07, 0.25], [0.21, 0.17, -0.02], [0.07, 0.31, -0.04], [0.15, 0.05, -0.24], [0.05, -0.26, -0.10], [-0.21, -0.19, 0.12], [-0.10, 0.10, 0.30], [0.19, -0.02, -0.20], [-0.30, 0.08, -0.02], [1.28, -0.08, 0.12], [0.09, -0.03, -0.13], [0.24, 0.21, -0.03], [0.14, -0.22, 0.10], [-0.13, 0.06, -0.05], [0.03, 0.15, -0.14], [0.03, -0.13, -0.24], [0.15, 0.11, 0.11], [0.02, -0.07, 0.14], [-0.28, 0.09, 0.04], [-0.19, -0.21, 0.00], [0.11, -0.26, 0.11], [-0.30, 0.02, -0.01], [0.16, 0.23, -0.04], [-0.01, -0.12, -0.23], [0.16, 0.16, 0.04], [-0.25, -0.02, 0.18]],
  "mol_weight_g_mol": 553.67,
  "total_energy_ha": -1845.48132,
  "lumo_ev": -1.053,
  "charge": 0,
  "gap_ev": 5.4
}

=====

Record 2
{
  "formula": "C31H40IN5O7P2S2W",
  "method": "the ωB97M-V functional and the def2-TZVPD basis",
  "species": ["W", "O", "N", "C", "C", "C", "C", "C", "S", "H", "H", "H", "H", "I", "C", "C", "C", "C", "C", "C", "C", "C", "C", "C", "H", "H", "H", "H", "H", "H", "C", "C", "C", "O", "P", "O", "C", "P", "O", "O", "C", "C", "C", "O", "C", "C", "C", "O", "C", "C", "C", "H", "H", "H", "H", "H", "H", "H", "H", "H", "H", "H", "H", "H", "H", "H", "H", "H", "H", "H", "H", "H", "H", "H", "H", "H", "H", "H", "H", "H", "H", "S", "C", "N", "N", "C", "N", "C", "N"],
  "xyz": [[0.000, 0.738, -1.181], [-1.317, -0.661, -0.157], [-1.281, -1.973, -0.299], [-2.243, -2.690, 0.320], [-2.255, -4.057, 0.237], [-1.256, -4.705, -0.488], [-0.301, -3.954, -1.132], [-0.329, -2.562, -1.049], [0.706, -1.534, -1.971], [-2.970, -2.098, 0.853], [-3.034, -4.605, 0.745], [-1.238, -5.783, -0.557], [0.475, -4.410, -1.730], [1.047, 3.358, -1.176], [0.913, 1.007, -3.174], [1.833, 1.668, -3.961], [1.694, 1.627, -5.368], [0.647, 0.993, -6.005], [-0.299, 0.283, -5.233], [-1.440, -0.442, -5.654], [-2.255, -1.084, -4.725], [-1.980, -1.108, -3.355], [-0.856, -0.403, -2.903], [-0.068, 0.294, -3.856], [2.626, 2.264, -3.528], [2.421, 2.159, -5.969], [0.550, 1.044, -7.083], [-1.686, -0.503, -6.707], [-3.138, -1.599, -5.083], [-2.637, -1.651, -2.685], [0.119, 4.838, 3.541], [0.313, 3.626, 2.662], [1.602, 2.880, 2.909], [-0.812, 2.712, 2.968], [-1.425, 1.762, 1.889], [-0.507, 1.546, 0.744], [-1.822, 0.294, 2.843], [-0.366, -0.515, 3.557], [0.768, -0.565, 2.635], [0.010, 0.272, 4.870], [-0.639, 0.487, 6.146], [-1.006, 1.954, 6.229], [-1.820, -0.424, 6.427], [-0.987, -1.912, 3.975], [-0.147, -3.074, 4.309], [1.055, -2.697, 5.151], [0.246, -3.788, 3.033], [-2.750, 2.359, 1.327], [-4.032, 2.720, 1.905], [-4.961, 1.526, 1.822], [-3.895, 3.294, 3.300], [0.930, 5.544, 3.365], [0.131, 4.555, 4.595], [-0.824, 5.339, 3.320], [0.235, 3.896, 1.609], [1.687, 2.594, 3.959], [2.445, 3.518, 2.643], [1.649, 1.979, 2.297], [-2.303, -0.407, 2.163], [-2.534, 0.571, 3.622], [0.146, 0.271, 6.874], [-1.783, 2.204, 5.504], [-0.136, 2.574, 6.017], [-1.371, 2.191, 7.230], [-2.639, -0.260, 5.725], [-2.192, -0.194, 7.426], [-1.546, -1.475, 6.395], [-0.830, -3.694, 4.893], [1.766, -2.101, 4.577], [1.567, -3.612, 5.451], [0.762, -2.160, 6.054], [0.912, -3.161, 2.441], [-0.641, -4.047, 2.455], [0.783, -4.706, 3.278], [-4.387, 3.489, 1.220], [-4.655, 0.733, 2.507], [-4.976, 1.145, 0.801], [-5.973, 1.832, 2.091], [-3.568, 2.540, 4.020], [-4.868, 3.663, 3.624], [-3.186, 4.120, 3.320], [-4.346, 2.769, -1.736], [-2.860, 2.150, -1.677], [-1.779, 1.699, -1.636], [3.520, -2.501, 2.647], [3.515, -1.557, 1.975], [3.587, -0.455, 1.247], [2.595, -0.072, 0.555], [1.743, 0.355, -0.120]],
  "atomic_forces_ev_per_a": [[-0.19, 0.16, -0.02], [0.00, -0.02, -0.03], [0.00, 0.00, 0.00], [0.00, 0.00, 0.00], [0.01, 0.00, 0.00], [0.00, 0.00, 0.01], [0.00, 0.00, 0.00], [0.01, 0.00, 0.01], [0.01, -0.03, -0.02], [0.00, -0.01, 0.01], [0.00, 0.00, 0.00], [0.00, 0.00, 0.00], [0.00, 0.00, 0.00], [-0.01, 0.00, -0.01], [0.00, 0.00, -0.01], [0.00, 0.00, -0.01], [0.00, 0.00, 0.00], [0.00, 0.00, 0.00], [0.00, 0.00, 0.00], [0.00, 0.00, 0.00], [0.00, 0.00, 0.00], [0.00, -0.01, 0.00], [0.01, 0.03, 0.01], [0.00, -0.02, 0.00], [0.00, 0.00, 0.00], [0.00, 0.00, 0.00], [0.00, 0.00, 0.00], [0.00, 0.00, 0.00], [0.00, 0.00, 0.00], [0.00, 0.00, 0.00], [0.00, 0.00, 0.00], [0.02, -0.02, 0.00], [0.01, 0.00, 0.00], [-0.02, 0.03, -0.02], [-0.08, 0.08, -0.01], [0.10, -0.13, 0.04], [-0.02, -0.02, 0.01], [0.02, -0.01, -0.02], [0.00, 0.01, -0.06], [0.00, -0.03, 0.04], [-0.02, 0.02, -0.01], [0.00, 0.00, 0.01], [0.00, 0.01, 0.00], [0.00, 0.00, 0.00], [0.02, 0.01, 0.00], [0.01, 0.01, 0.00], [-0.01, 0.01, 0.00], [0.04, -0.02, 0.00], [-0.02, 0.00, 0.03], [0.01, -0.01, 0.00], [0.00, 0.00, 0.01], [0.00, 0.00, 0.00], [0.00, 0.01, -0.01], [0.00, 0.00, 0.00], [-0.01, 0.00, -0.01], [0.00, 0.00, 0.00], [0.00, 0.01, 0.00], [0.01, 0.01, 0.01], [0.00, 0.02, 0.00], [0.00, -0.02, 0.02], [0.00, 0.00, -0.01], [0.01, 0.00, 0.01], [-0.01, -0.01, 0.00], [-0.01, 0.00, 0.00], [0.00, 0.00, -0.02], [0.00, 0.00, 0.00], [0.00, 0.00, 0.00], [-0.01, 0.00, 0.00], [-0.01, -0.02, 0.01], [0.00, 0.00, 0.00], [-0.01, 0.00, 0.01], [0.01, 0.01, 0.00], [-0.01, -0.01, -0.01], [0.00, 0.00, 0.01], [0.00, -0.01, 0.01], [0.01, 0.00, 0.01], [0.00, 0.01, 0.01], [0.00, 0.00, 0.00], [-0.01, 0.01, -0.01], [0.00, 0.00, 0.00], [0.00, 0.00, 0.00], [-0.01, -0.02, -0.05], [0.01, 0.03, -0.01], [0.04, 0.00, 0.04], [0.05, -0.04, -0.07], [-0.07, 0.05, 0.12], [0.03, -0.01, -0.03], [-0.04, -0.02, 0.07], [0.07, -0.05, -0.06]],
  "mol_weight_g_mol": 1031.51,
  "total_energy_ha": -3849.76485,
  "lumo_ev": [-0.792, -2.095],
  "charge": 0,
  "e_above_lowest_kcal_mol": 57.50,
  "spin_multiplicity": 3,
  "gap_ev": [6.5, 5.7]
}